--- i ---
ORCA calculation (the ωB97M-V functional and the def2-TZVPD basis) on the molecule C6H11NS.

Each line ends with the Löwdin charge.
Element x y z (Å)
1 S 3.569 -0.708 -0.108  0.65
2 C 2.293 0.119 0.237  -0.85
3 N 1.437 0.981 -0.513  -0.10
4 C 0.353 1.567 0.254  -0.12
5 C -0.955 0.493 0.322  -0.24
6 C -0.957 -0.875 0.986  -0.17
7 C -0.768 -1.536 -0.391  -0.20
8 C -1.282 -0.260 -1.086  -0.14
9 H 1.954 0.177 1.320  0.06
10 H 1.712 1.105 -1.499  0.14
11 H 0.986 1.725 1.276  0.15
12 H 0.164 2.481 -0.287  0.10
13 H -1.791 1.076 0.291  0.07
14 H -1.976 -0.982 1.516  0.14
15 H -0.178 -0.943 1.698  0.08
16 H -1.490 -2.393 -0.420  0.11
17 H 0.268 -1.819 -0.463  0.09
18 H -2.367 -0.578 -1.074  0.11
19 H -0.971 0.371 -2.059  0.14

Kohn-Sham gap ... 0.341 Eh
Lowest unoccupied orbital energy ... 0.7759 eV

---

--- ii ---
ORCA calculation (the ωB97M-V functional and the def2-TZVPD basis) on the molecule C6H11NS.

Each line ends with the Löwdin charge.
Element x y z (Å)
1 C -0.423 1.964 -0.669  -0.06
2 C -0.164 0.978 0.491  -0.36
3 C -1.195 -0.171 0.599  -0.18
4 N -0.849 -1.335 -0.265  -0.05
5 C 0.563 -1.843 -0.284  -0.19
6 C 1.400 -0.593 -0.508  -0.59
7 S 2.927 0.202 0.096  0.85
8 C 1.145 0.217 0.684  -0.52
9 H -1.432 2.357 -0.569  0.07
10 H -0.406 1.423 -1.661  0.09
11 H 0.290 2.811 -0.736  0.09
12 H -0.351 1.620 1.344  0.12
13 H -2.146 0.229 0.195  0.12
14 H -1.353 -0.466 1.670  0.12
15 H -1.538 -2.046 -0.173  0.09
16 H 0.605 -2.554 -1.093  0.10
17 H 0.832 -2.334 0.670  0.12
18 H 1.065 -0.144 -1.426  0.09
19 H 1.031 -0.315 1.635  0.11

Kohn-Sham gap ... 0.362 Eh
Lowest unoccupied orbital energy ... 0.9880 eV

---

Which of them is the least stable? Correct choice: i.

---

--- i ---
ORCA calculation (the ωB97M-V functional and the def2-TZVPD basis) on the molecule C6H11NS.

Each line ends with the Löwdin charge.
Element x y z (Å)
1 C -1.702 -1.883 -1.650  0.08
2 C -1.376 -0.865 -0.966  -0.09
3 C -1.248 0.437 -0.270  -0.53
4 N -1.945 0.439 0.966  -0.02
5 C 0.222 0.892 -0.093  -0.47
6 C 0.045 2.385 0.191  -0.09
7 C 1.103 0.214 0.914  -0.49
8 S 2.107 -1.185 0.144  0.64
9 H -1.876 -3.047 -1.636  0.08
10 H -1.537 1.190 -1.002  0.12
11 H -3.123 0.399 0.780  0.17
12 H -1.803 1.512 1.575  0.18
13 H 0.560 0.750 -1.168  0.14
14 H -0.850 2.861 -0.349  0.11
15 H -0.240 2.246 1.226  0.04
16 H 1.014 2.931 -0.066  0.11
17 H 1.892 0.713 1.541  0.09
18 H 0.402 -0.338 1.549  0.06
19 H 3.195 -0.415 -0.275  -0.13

Kohn-Sham gap ... 0.348 Eh
Lowest unoccupied orbital energy ... 0.6044 eV

---

--- ii ---
ORCA calculation (the ωB97M-V functional and the def2-TZVPD basis) on the molecule C6H11NS.

Each line ends with the Löwdin charge.
Element x y z (Å)
1 C -0.333 -0.941 -0.040  -0.05
2 C 0.223 1.306 -0.856  -0.66
3 C -0.788 1.837 -1.805  -0.09
4 C -2.401 -1.712 1.106  -0.09
5 C 2.032 2.994 0.580  -0.33
6 C -0.882 -1.747 0.972  -0.28
7 N -0.063 0.212 -0.294  0.00
8 S 1.994 1.678 -0.774  0.84
9 H -1.528 1.108 -1.952  0.06
10 H -0.257 2.182 -2.740  0.09
11 H -1.286 2.747 -1.622  0.05
12 H -2.837 -0.758 0.737  0.08
13 H -2.937 -2.007 2.024  0.08
14 H -2.716 -2.500 0.443  0.06
15 H 2.069 3.925 0.135  0.00
16 H 2.882 3.026 1.141  -0.01
17 H 1.180 2.765 1.152  0.01
18 H -0.459 -2.742 0.851  0.10
19 H -0.402 -1.426 1.961  0.14

Kohn-Sham gap ... 0.290 Eh
Lowest unoccupied orbital energy ... 0.8253 eV

---

Which of them is the least stable? Correct choice: i.

---

--- i ---
ORCA calculation (the ωB97M-V functional and the def2-TZVPD basis) on a cluster of 2 separate species, C4H14N2O2 in total.

Each line ends with the Löwdin charge.
Element x y z (Å)
1 C -1.468 0.701 1.216  -0.05
2 C -1.385 0.053 -0.140  -0.58
3 C -0.821 -1.347 -0.119  -0.05
4 C -0.246 1.047 -1.196  -0.04
5 O -2.626 0.140 -0.746  -0.01
6 H -2.119 0.113 1.867  0.09
7 H -1.881 1.704 1.129  0.09
8 H -0.475 0.734 1.662  0.06
9 H -0.797 -1.777 -1.121  0.08
10 H 0.185 -1.346 0.297  0.05
11 H -1.440 -1.988 0.509  0.09
12 H -0.662 2.046 -1.088  0.06
13 H 0.792 0.954 -1.505  0.05
14 H -0.630 0.703 -2.159  0.05
15 H -2.621 -0.366 -1.566  0.10
16 N 1.747 0.721 0.917  -0.03
17 O 2.723 0.067 0.096  -0.29
18 N 2.523 -1.341 0.231  0.00
19 H 0.949 1.131 0.119  0.09
20 H 2.290 1.431 1.407  0.07
21 H 2.726 -1.712 -0.693  0.08
22 H 3.235 -1.667 0.883  0.08

Kohn-Sham gap ... 0.373 Eh
Lowest unoccupied orbital energy ... 0.8864 eV

---

--- ii ---
ORCA calculation (the ωB97M-V functional and the def2-TZVPD basis) on a cluster of 2 separate species, C4H14N2O2 in total.

Each line ends with the Löwdin charge.
Element x y z (Å)
1 N 1.544 2.206 -0.542  -0.03
2 C 0.331 1.340 -0.550  -0.28
3 C 0.730 -0.089 -0.123  -0.17
4 C 0.068 -1.288 -0.824  -0.39
5 N 0.621 -2.495 -0.269  0.02
6 C -1.501 -1.373 -0.692  -0.17
7 O -2.083 -0.149 -0.214  -0.10
8 H 2.132 2.536 -1.290  0.06
9 H 1.282 3.047 -0.050  0.05
10 H -0.370 1.863 0.106  0.09
11 H -0.143 1.471 -1.549  0.12
12 H 1.816 -0.062 -0.432  0.12
13 H 0.631 -0.145 0.968  0.09
14 H 0.189 -1.211 -1.899  0.13
15 H 0.570 -2.616 0.738  0.08
16 H 1.564 -2.605 -0.618  0.07
17 H -1.958 -1.555 -1.658  0.11
18 H -1.737 -2.115 0.100  0.12
19 H -1.536 0.302 0.434  0.04
20 O 0.147 1.190 2.596  -0.04
21 H 0.657 1.695 1.962  0.02
22 H -0.393 1.611 3.257  0.04

Kohn-Sham gap ... 0.350 Eh
Lowest unoccupied orbital energy ... 0.6541 eV

---

Which of them is the least stable? Correct choice: i.